Record 1
A structure of composition C4H6O2, computed with ωB97M-V/def2-TZVPD.

Each line ends with the Löwdin charge.
Cartesian coordinates (Å):
1 C -1.205 0.724 0.258  -0.05
2 C -0.392 -0.453 -0.237  -0.26
3 O -0.256 -0.485 -1.682  0.03
4 C 0.917 -0.756 -0.994  -0.18
5 C 1.307 0.166 0.024  -0.27
6 O 1.423 -0.447 1.173  -0.06
7 H -0.917 0.966 1.284  0.09
8 H -1.112 1.607 -0.383  0.09
9 H -2.255 0.414 0.268  0.09
10 H 0.317 -1.058 0.921  0.21
11 H 1.253 -1.791 -0.966  0.16
12 H 1.414 1.242 -0.087  0.16

Forces on atoms 1 to 2 (eV/Å):
-0.02 0.08 0.03
-0.56 0.14 0.09

Properties
Multiplicity: 1
Highest occupied orbital energy: -8.979 eV
DFT total energy: -306.2644 Eh
Energy relative to the best compared isomer or geometry (same formula, charge and spin): 151.8 kcal/mol
LUMO energy: 0.766 eV

***

Record 2
An isolated molecule of C4H6O2, computed with ωB97M-V/def2-TZVPD.

Each line ends with the Löwdin charge.
Cartesian coordinates (Å):
1 C -0.848 -1.070 -0.219  0.00
2 C 0.058 0.095 0.212  -0.41
3 C -0.365 1.509 0.095  -0.09
4 O -0.092 0.953 1.361  -0.01
5 C 1.497 -0.307 0.041  -0.17
6 O 1.780 -1.308 -0.573  0.06
7 H -0.939 -1.876 0.518  0.09
8 H -1.830 -0.715 -0.526  0.08
9 H -0.397 -1.558 -1.096  0.08
10 H 0.285 2.288 -0.312  0.12
11 H -1.431 1.700 -0.043  0.12
12 H 2.283 0.289 0.542  0.14

Forces on atoms 1 to 2 (eV/Å):
-0.18 0.25 0.19
-0.05 -0.40 -0.56

Properties
Multiplicity: 1
Highest occupied orbital energy: -10.097 eV
DFT total energy: -306.4303 Eh
SMILES: C[C@@]1(C=O)CO1
Energy relative to the best compared isomer or geometry (same formula, charge and spin): 47.7 kcal/mol
LUMO energy: 0.801 eV

***

Record 3
A cluster of 2 separate species, C4H6O2 in total, computed with ωB97M-V/def2-TZVPD.

Each line ends with the Löwdin charge.
Cartesian coordinates (Å):
1 C 2.596 0.553 -0.890  0.03
2 C 3.291 0.036 0.044  -0.16
3 C -0.915 0.478 0.198  -0.30
4 C -0.971 -0.675 -0.803  -0.04
5 O 2.157 0.429 0.621  -0.06
6 O -1.149 1.685 0.101  0.01
7 H 2.773 1.442 -1.485  0.09
8 H 3.931 -0.743 0.439  0.13
9 H -0.600 0.164 1.226  0.11
10 H -1.926 -1.194 -0.721  0.09
11 H -0.170 -1.255 -0.593  0.03
12 H -0.901 -0.191 -1.766  0.08

Forces on atoms 1 to 2 (eV/Å):
0.60 1.30 -2.28
0.47 -2.97 1.01

Properties
Multiplicity: 1
Highest occupied orbital energy: -8.827 eV
DFT total energy: -306.2888 Eh
SMILES: C1=CO1.CC=O
Energy relative to the best compared isomer or geometry (same formula, charge and spin): 136.5 kcal/mol
LUMO energy: 0.399 eV

***

Record 4
An isolated molecule of C4H6O2, computed with ωB97M-V/def2-TZVPD.

Each line ends with the Löwdin charge.
Cartesian coordinates (Å):
1 C 1.836 0.387 -0.404  -0.12
2 C 0.403 0.167 -0.584  -0.31
3 O 0.918 1.469 -0.343  -0.03
4 C -0.448 -0.400 0.525  -0.10
5 C -1.924 -0.379 0.193  -0.25
6 O -2.364 -0.189 -0.915  0.06
7 H 0.016 0.006 -1.589  0.14
8 H 2.303 0.092 0.537  0.11
9 H 2.498 0.398 -1.269  0.11
10 H -0.183 -1.445 0.746  0.13
11 H -0.275 0.167 1.449  0.13
12 H -2.607 -0.577 1.044  0.12

Forces on atoms 1 to 2 (eV/Å):
0.26 -0.20 -0.01
-0.13 -0.24 -0.09

Properties
Multiplicity: 1
Highest occupied orbital energy: -10.066 eV
DFT total energy: -306.4337 Eh
SMILES: O=CC[C@@H]1CO1
Energy relative to the best compared isomer or geometry (same formula, charge and spin): 45.5 kcal/mol
LUMO energy: 0.986 eV

***

Record 5
A cluster of 3 separate species, C4H6O2 in total, computed with ωB97M-V/def2-TZVPD.

Each line ends with the Löwdin charge.
Cartesian coordinates (Å):
1 C 1.214 -0.033 -1.367  0.12
2 C 0.633 0.976 0.743  -0.04
3 O 0.711 2.072 1.117  0.10
4 C -0.919 -0.450 1.367  -0.04
5 C -1.333 -0.490 0.034  -0.39
6 O -0.599 -0.970 -0.898  -0.13
7 H 0.831 -0.489 -2.274  0.04
8 H 1.961 -0.612 -0.833  0.04
9 H 1.429 1.029 -1.481  0.03
10 H -0.133 -1.123 1.704  0.07
11 H -1.544 0.020 2.128  0.07
12 H -2.250 0.069 -0.240  0.12

Forces on atoms 1 to 2 (eV/Å):
-0.33 -0.29 -0.16
0.21 2.18 0.46

Properties
Multiplicity: 1
Highest occupied orbital energy (spin up / spin down): -8.434 / -8.432 eV
DFT total energy: -306.3162 Eh
Energy relative to the best compared isomer or geometry (same formula, charge and spin): 119.3 kcal/mol
LUMO energy (spin up / spin down): -0.522 / -0.526 eV

***

Record 6
A cluster of 2 separate species, C4H6O2 in total, computed with ωB97M-V/def2-TZVPD.

Each line ends with the Löwdin charge.
Cartesian coordinates (Å):
1 O -1.005 0.876 1.519  -0.03
2 C -0.232 0.765 0.337  -0.35
3 C 1.031 -0.139 0.594  -0.01
4 C 0.497 -0.944 -0.572  -0.44
5 O 1.022 -1.571 -1.568  0.00
6 C -0.722 -0.247 -0.741  -0.03
7 H -1.865 1.251 1.266  0.10
8 H 0.042 1.753 -0.071  0.14
9 H 0.931 -0.622 1.573  0.13
10 H 2.031 0.301 0.482  0.12
11 H 0.005 -0.791 -1.977  0.26
12 H -1.736 -0.630 -0.843  0.11

Forces on atoms 1 to 2 (eV/Å):
-0.32 0.17 -0.48
0.23 -0.09 -0.26

Properties
Multiplicity: 1
Highest occupied orbital energy: -9.028 eV
DFT total energy: -306.3303 Eh
Energy relative to the best compared isomer or geometry (same formula, charge and spin): 110.4 kcal/mol
LUMO energy: 0.548 eV

***

Record 7
An isolated molecule of C4H6O2, computed with ωB97M-V/def2-TZVPD.

Each line ends with the Löwdin charge.
Cartesian coordinates (Å):
1 O -1.855 0.644 -0.071  0.00
2 C -0.849 -0.273 -0.418  -0.47
3 C 0.169 0.207 -1.309  0.21
4 C 0.143 -0.717 0.634  -0.05
5 C 1.147 0.167 1.043  -0.33
6 O 1.605 1.081 0.333  -0.03
7 H -1.639 0.970 0.812  0.10
8 H -1.294 -1.201 -0.798  0.16
9 H 0.724 -0.501 -1.915  0.11
10 H 0.319 1.264 -1.484  0.10
11 H 0.013 -1.692 1.094  0.10
12 H 1.517 0.050 2.078  0.12

Forces on atoms 1 to 2 (eV/Å):
0.03 0.10 0.21
0.22 -0.10 -0.35

Properties
Multiplicity: 1
Highest occupied orbital energy (spin up / spin down): -8.486 / -8.484 eV
DFT total energy: -306.3614 Eh
Energy relative to the best compared isomer or geometry (same formula, charge and spin): 90.9 kcal/mol
LUMO energy (spin up / spin down): -0.542 / -0.545 eV

***

Record 8
An isolated molecule of C4H6O2, computed with ωB97M-V/def2-TZVPD.

Each line ends with the Löwdin charge.
Cartesian coordinates (Å):
1 C -1.299 -0.213 0.494  -0.21
2 C -0.275 -1.182 -0.108  -0.14
3 C 0.406 1.095 -0.637  -0.24
4 C 0.828 -0.166 -0.275  -0.02
5 O -0.461 0.933 0.737  -0.13
6 O 1.212 2.164 -0.566  0.03
7 H 2.085 1.943 -0.195  0.11
8 H -1.717 -0.547 1.446  0.12
9 H -2.105 0.056 -0.192  0.12
10 H 1.876 -0.466 -0.265  0.12
11 H -0.565 -1.662 -1.045  0.12
12 H 0.016 -1.955 0.604  0.11

Forces on atoms 1 to 2 (eV/Å):
0.33 0.71 -0.05
0.31 0.30 0.74

Properties
Multiplicity: 1
Highest occupied orbital energy (spin up / spin down): -8.169 / -8.017 eV
DFT total energy: -306.3223 Eh
SMILES: OC1=CCCO1
Energy relative to the best compared isomer or geometry (same formula, charge and spin): 115.4 kcal/mol
LUMO energy (spin up / spin down): -0.083 / -0.229 eV

***

Record 9
An isolated molecule of C4H6O2, computed with ωB97M-V/def2-TZVPD.

Each line ends with the Löwdin charge.
Cartesian coordinates (Å):
1 O 1.326 -0.945 0.761  -0.02
2 C 0.476 -0.635 -0.319  -0.36
3 C -1.031 -0.677 0.059  -0.03
4 C -0.934 0.838 0.226  -0.39
5 O -1.503 1.646 0.906  0.11
6 C 0.343 0.883 -0.619  -0.04
7 H 1.502 -0.146 1.272  0.10
8 H 0.775 -1.271 -1.154  0.14
9 H -1.320 -1.269 0.929  0.12
10 H -1.660 -0.935 -0.802  0.12
11 H 0.103 1.062 -1.673  0.13
12 H 1.139 1.570 -0.312  0.12

Forces on atoms 1 to 2 (eV/Å):
0.11 0.18 0.12
-0.07 -0.10 -0.35

Properties
Multiplicity: 1
Highest occupied orbital energy: -9.783 eV
DFT total energy: -306.4557 Eh
SMILES: O=C1CC(O)C1
Energy relative to the best compared isomer or geometry (same formula, charge and spin): 31.8 kcal/mol
LUMO energy: 0.761 eV

***

Record 10
An isolated molecule of C4H6O2, computed with ωB97M-V/def2-TZVPD.

Each line ends with the Löwdin charge.
Cartesian coordinates (Å):
1 C -0.816 1.413 0.523  -0.11
2 O 0.123 1.917 -0.413  -0.03
3 C -0.402 0.616 -0.635  -0.24
4 C 0.624 -0.479 -0.555  -0.25
5 C 0.612 -1.536 0.460  -0.11
6 O 0.176 -1.787 -0.868  -0.03
7 H -0.415 1.177 1.509  0.12
8 H -1.785 1.915 0.515  0.11
9 H -1.081 0.540 -1.486  0.15
10 H 1.581 -0.207 -1.006  0.15
11 H -0.172 -1.563 1.216  0.12
12 H 1.555 -2.006 0.738  0.11

Forces on atoms 1 to 2 (eV/Å):
-0.20 -0.06 0.24
0.12 0.16 -0.07

Properties
Multiplicity: 1
Highest occupied orbital energy: -10.494 eV
DFT total energy: -306.3973 Eh
SMILES: C1O[C@H]1[C@H]1CO1
Energy relative to the best compared isomer or geometry (same formula, charge and spin): 68.4 kcal/mol
LUMO energy: 1.043 eV